{
  "formula": "C19H15AsN2S5Ti",
  "method": "the ωB97M-V functional and the def2-TZVPD basis",
  "species": ["Ti", "S", "C", "C", "C", "C", "C", "C", "N", "C", "C", "C", "C", "C", "C", "C", "H", "H", "H", "H", "H", "H", "H", "H", "S", "As", "S", "S", "S", "N", "C", "C", "C", "C", "C", "C", "H", "H", "H", "H", "H", "H", "H"],
  "xyz": [[0.89636, 0.27861, -0.47912], [0.10375, 1.08608, 3.83426], [1.19978, 2.34593, 3.37831], [1.67941, 3.40622, 4.14544], [2.54964, 4.28906, 3.53436], [2.92782, 4.11369, 2.19286], [2.44776, 3.05981, 1.44048], [1.57316, 2.17227, 2.05553], [0.98977, 1.04371, 1.44637], [0.21444, 0.40715, 2.25576], [-0.40484, -0.86420, 1.83813], [-1.23471, -1.59072, 2.69307], [-1.66255, -2.84782, 2.31545], [-1.24728, -3.36251, 1.08415], [-0.45861, -2.60723, 0.23987], [-0.00936, -1.31223, 0.56560], [1.37982, 3.53379, 5.17933], [2.94163, 5.12668, 4.09988], [3.60400, 4.81760, 1.71881], [2.74230, 2.94651, 0.40571], [-1.53761, -1.18277, 3.65377], [-2.30795, -3.42633, 2.96480], [-1.56588, -4.35294, 0.78126], [-0.19616, -3.03361, -0.72226], [1.83096, 1.45700, -4.30819], [2.19502, 2.10905, -2.31567], [0.21612, 2.40128, -1.26966], [3.08822, 0.32555, -1.13791], [3.44272, 3.76496, -2.02908], [0.26292, -0.70266, -2.41028], [-1.01286, -1.32904, -2.64044], [-1.11921, -2.57804, -3.23211], [-2.36682, -3.16915, -3.40656], [-3.51936, -2.50753, -3.00173], [-3.40670, -1.24781, -2.42261], [-2.16127, -0.66318, -2.23982], [1.01865, -1.34635, -2.62139], [0.41738, 0.03804, -3.12074], [-0.21846, -3.08877, -3.55600], [-2.43643, -4.14779, -3.86796], [-4.49296, -2.96454, -3.13765], [-4.29544, -0.71389, -2.10685], [-2.06715, 0.31612, -1.79714]],
  "forces_ev_per_angstrom": [[0.896, -0.341, -1.149], [-0.305, -0.055, 0.533], [-0.073, 0.103, 0.314], [0.011, -0.003, -0.066], [0.043, -0.030, -0.147], [0.004, 0.056, 0.071], [0.100, 0.148, 0.100], [-0.087, -0.401, -0.670], [0.589, 1.081, 0.652], [-0.515, -0.799, 0.373], [0.144, 0.225, 0.244], [-0.057, -0.021, 0.172], [0.055, -0.005, -0.172], [-0.161, -0.055, 0.267], [0.220, 0.339, -0.175], [-0.674, -0.744, 0.494], [0.015, -0.017, -0.071], [-0.010, -0.033, -0.039], [-0.062, -0.047, 0.077], [0.006, 0.012, 0.005], [0.025, -0.007, -0.040], [0.015, 0.004, -0.005], [-0.007, -0.021, 0.008], [0.012, -0.013, 0.025], [-0.009, -0.048, 0.291], [-0.019, 0.234, -0.640], [0.062, 0.293, -0.158], [-0.202, 0.170, -0.068], [-0.001, -0.027, 0.101], [-0.295, -0.215, -0.520], [0.205, 0.197, 0.116], [-0.048, -0.155, -0.063], [0.030, 0.051, 0.019], [0.130, 0.048, 0.029], [0.040, 0.000, -0.021], [-0.239, -0.074, -0.085], [0.045, -0.185, 0.038], [0.030, 0.163, 0.058], [-0.037, -0.020, -0.001], [0.020, 0.039, 0.022], [0.063, 0.022, 0.006], [0.031, -0.022, -0.004], [0.007, 0.154, 0.082]],
  "mulliken_spin": [1.029, 0.011, -0.005, 0.003, -0.003, 0.003, -0.001, 0.016, -0.004, -0.017, -0.038, 0.002, 0.006, 0.004, -0.006, -0.003, 0.000, 0.000, 0.000, -0.001, 0.002, 0.001, 0.000, 0.007, 0.000, -0.003, 0.032, -0.032, -0.001, -0.006, 0.001, -0.003, 0.000, 0.000, 0.003, 0.003, 0.007, 0.001, 0.000, 0.000, 0.000, 0.000, -0.008],
  "spin_multiplicity": 2,
  "energy_ha": -5918.96025,
  "s_squared": 0.76,
  "relative_energy_kj_mol": 0.0,
  "gap_ev": [6.2, 6.7],
  "charge": -1
}

{
  "formula": "C19H15BF6O",
  "method": "the ωB97M-V functional and the def2-TZVPD basis",
  "species": ["C", "C", "C", "C", "C", "B", "F", "F", "F", "O", "H", "H", "H", "H", "H", "F", "C", "F", "F", "C", "C", "C", "C", "C", "C", "C", "C", "C", "C", "C", "C", "C", "H", "H", "H", "H", "H", "H", "H", "H", "H", "H"],
  "xyz": [[1.65258, 1.85335, 3.33250], [0.78729, 2.42935, 2.31155], [1.19583, 3.07364, 1.14475], [0.10266, 3.60907, 0.54073], [-1.12211, 3.21859, 1.36418], [-3.45045, -0.97345, -0.07875], [-2.55420, -1.43181, -0.95229], [-3.53579, -1.62060, 1.07228], [-1.59498, 4.40113, 2.05596], [-0.53127, 2.46186, 2.46560], [2.64406, 2.29495, 3.19346], [1.31784, 2.06318, 4.35636], [1.76944, 0.77508, 3.16750], [2.22979, 3.13189, 0.84319], [0.07284, 4.28663, -0.31256], [-6.37591, 4.15007, 4.95130], [-6.39390, 2.82162, 4.58609], [-6.23081, 2.10021, 5.72929], [-7.65898, 2.56898, 4.12775], [-5.35943, 2.52153, 3.52882], [-4.34772, 1.59000, 3.73666], [-3.32932, 1.45567, 2.78547], [-3.31961, 2.28445, 1.64154], [-2.18452, 2.54960, 0.76192], [-2.39212, 2.80215, -0.65113], [-2.64449, 1.88900, -1.70197], [-3.10931, 2.37411, -2.92491], [-3.30093, 3.75114, -3.12077], [-2.95537, 4.66536, -2.11544], [-2.53571, 4.18998, -0.88291], [-4.50989, 3.01601, 1.36018], [-5.46589, 3.21560, 2.33092], [-4.35143, 0.98417, 4.64127], [-2.59610, 0.65599, 2.88030], [-4.20734, -0.12141, -0.37554], [-2.48649, 0.82005, -1.56437], [-3.33783, 1.66992, -3.73098], [-3.69260, 4.12730, -4.06718], [-3.02637, 5.75657, -2.22204], [-2.40436, 4.88036, -0.04544], [-4.62708, 3.46524, 0.37538], [-6.27985, 3.91490, 2.16251]],
  "forces_ev_per_angstrom": [[0.583, -0.487, 0.340], [-1.678, 0.569, -0.034], [0.196, 0.435, -0.096], [-1.016, -0.681, 0.256], [1.497, 1.016, -0.217], [-0.086, -0.792, -0.102], [-0.124, 0.257, 0.271], [0.103, 0.249, -0.081], [0.457, 0.515, 0.633], [1.324, -0.041, 0.289], [-0.104, -0.105, 0.109], [-0.094, -0.197, -0.370], [-0.119, 0.040, 0.257], [-0.033, 0.163, -0.038], [-0.089, -0.580, 0.163], [-0.074, -1.118, -0.288], [-0.278, 0.161, 0.288], [-0.118, 0.472, -0.778], [0.738, 0.223, 0.430], [-0.196, 0.072, 0.777], [0.080, 0.082, -0.245], [-0.274, 0.265, -0.255], [-1.398, -0.556, 0.245], [0.524, -2.055, -0.247], [-0.823, 1.146, -0.918], [0.125, 0.654, 0.556], [-0.072, 0.372, 0.003], [0.297, 0.119, -0.050], [-0.009, 0.001, -0.024], [-0.255, -0.289, -0.749], [0.579, -0.076, -0.049], [0.080, -0.256, -0.244], [0.039, 0.123, -0.244], [0.097, 0.476, 0.182], [-0.011, 0.149, 0.102], [-0.031, 0.423, -0.032], [0.077, 0.297, 0.280], [0.140, -0.202, 0.210], [-0.212, -0.575, -0.316], [0.019, -0.222, -0.373], [0.129, 0.169, 0.358], [0.013, -0.215, 0.003]],
  "nbo_charge": [-0.685, 0.482, -0.341, -0.079, 0.503, 1.132, -0.500, -0.492, -0.428, -0.394, 0.240, 0.257, 0.254, 0.238, 0.251, -0.335, 0.972, -0.328, -0.333, -0.114, -0.203, -0.211, -0.006, -0.226, -0.061, -0.151, -0.230, -0.212, -0.219, -0.233, -0.197, -0.204, 0.231, 0.221, -0.139, 0.209, 0.217, 0.214, 0.216, 0.229, 0.224, 0.230],
  "energy_ha": -1432.30717,
  "relative_energy_kj_mol": 91.5,
  "gap_ev": 5.5
}

{
  "formula": "C19H15BrN4O2S2",
  "method": "the ωB97M-V functional and the def2-TZVPD basis",
  "species": ["O", "O", "Br", "N", "N", "N", "S", "C", "C", "C", "C", "C", "C", "C", "C", "C", "C", "C", "C", "C", "C", "C", "C", "C", "N", "C", "C", "S", "H", "H", "H", "H", "H", "H", "H", "H", "H", "H", "H", "H", "H", "H", "H"],
  "xyz": [[0.08683, 1.66378, -2.54676], [0.08672, -0.75386, -2.07008], [5.56939, 0.82213, -5.49015], [2.00697, -0.58185, 1.00311], [-0.67977, -1.19188, 1.80724], [1.31194, 1.02807, -0.34580], [2.62304, 0.86231, -4.16998], [4.37885, 0.49752, -4.15004], [4.65862, -0.22198, -3.01677], [3.58633, -0.29477, -2.07280], [2.45869, 0.20941, -2.62325], [0.92803, 0.00270, 0.40573], [-0.41291, -0.26383, 0.87911], [-3.57312, 1.93790, -0.66102], [2.60441, -3.24602, 3.51381], [1.24261, -3.49418, 3.99992], [-2.41117, 2.57478, -0.25811], [-3.71662, 0.58542, -0.37201], [2.82278, -2.14575, 2.52091], [0.09580, -2.76516, 3.36619], [-1.46861, 1.76977, 0.31455], [-2.68315, -0.14418, 0.19513], [1.72569, -1.52320, 1.96445], [0.39288, -1.74378, 2.39341], [-1.51312, 0.45550, 0.41250], [-2.25967, 4.06208, -0.32493], [-5.00113, -0.18356, -0.39162], [0.85170, 0.55766, -1.94772], [5.60420, -0.69651, -2.85582], [3.63540, -0.45307, -0.99374], [-4.32760, 2.46206, -1.23586], [3.51124, -3.86157, 3.67837], [1.16593, -4.30514, 4.65220], [3.77451, -1.79836, 2.05066], [-1.01438, -3.07296, 3.41564], [-0.65066, 2.34474, 0.75583], [-2.95460, -1.22765, 0.40449], [-1.30316, 4.31054, -0.81401], [-2.16884, 4.42548, 0.69240], [-3.06648, 4.50121, -0.92046], [-5.16142, -0.85989, 0.53565], [-5.81622, 0.57665, -0.39005], [-4.93994, -0.82057, -1.31035]],
  "forces_ev_per_angstrom": [[1.783, -0.847, -0.176], [1.859, 2.584, 0.861], [0.434, 0.248, -0.912], [-2.760, -0.927, 0.171], [0.105, 2.629, -1.749], [-1.823, -0.078, -5.055], [2.056, 0.277, -1.173], [-2.259, -1.064, 1.486], [-0.140, 0.398, 0.079], [-0.091, 0.480, 0.111], [-1.171, 1.044, -0.359], [2.664, -0.396, 3.117], [1.605, -2.997, 2.266], [0.167, -0.509, -0.566], [-0.677, 3.025, -2.616], [-0.173, 2.833, -3.826], [-1.362, -0.410, -0.353], [0.035, -0.771, 1.641], [0.098, -3.200, 2.324], [2.181, -1.630, 0.733], [1.833, 2.643, 0.445], [-1.609, -1.016, -0.961], [-0.199, 1.909, -0.351], [-0.291, -2.854, 1.105], [-1.183, -0.331, 0.002], [0.990, -0.346, -0.590], [-0.877, -0.281, -0.083], [-2.515, -0.650, 2.381], [0.496, 0.121, 0.155], [0.138, -0.515, -0.434], [-0.207, 0.072, 0.311], [-1.019, 0.327, 0.663], [-0.735, -1.030, 0.978], [-0.602, -0.863, 0.849], [2.078, 0.557, 0.538], [0.396, -1.034, -0.316], [1.533, 1.515, -0.106], [-0.335, -0.084, 0.048], [-0.401, 0.467, 0.089], [0.118, 0.087, 0.505], [0.492, 1.180, -1.565], [0.192, -0.996, -0.398], [-0.827, 0.434, 0.731]],
  "nbo_charge": [-0.948, -0.964, 0.144, -0.401, -0.360, -0.870, 0.500, -0.337, -0.269, -0.222, -0.513, 0.335, 0.271, -0.106, -0.190, -0.235, -0.006, -0.035, -0.206, -0.155, 0.118, 0.096, 0.112, 0.058, -0.274, -0.638, -0.641, 2.164, 0.229, 0.272, 0.226, 0.227, 0.214, 0.238, 0.234, 0.253, 0.261, 0.252, 0.233, 0.229, 0.233, 0.228, 0.242],
  "energy_ha": -4472.74740,
  "relative_energy_kj_mol": 374.5,
  "gap_ev": 6.5
}